Entry 1:
The following is a quantum chemistry calculation of C12H39CoF2NO13S2V as an isolated structure, from the Open Molecules 2025 dataset.

Results
2S+1: 7
Gap between HOMO and LUMO (spin up / spin down), eV: 8.5 / 9.5
Charge: 0
Expectation value of S²: 12.0094

XYZ file:
```
71
C12H39CoF2NO13S2V, DFT ωB97M-V/def2-TZVPD
Co -2.32 -0.30 -1.69
V -1.27 2.23 -0.08
O -0.71 0.18 -0.51
H 0.20 0.04 -0.84
O -2.87 1.62 -1.43
H -3.55 2.27 -1.17
O -3.36 -1.07 -0.18
H -2.66 -1.56 0.29
N 0.04 3.47 -1.11
S -0.14 4.72 -1.91
O 0.09 4.69 -3.36
O 0.10 6.01 -1.24
F -1.75 4.71 -1.82
S 1.73 3.67 -1.04
O 2.19 4.45 0.12
O 2.49 3.78 -2.27
F 1.98 2.16 -0.59
C 0.36 -3.35 2.53
C -0.44 -2.18 2.00
O 0.42 -1.13 1.54
H -0.24 -4.17 2.93
H 0.96 -2.99 3.37
H 0.97 -3.77 1.73
H -1.08 -1.75 2.77
H -1.06 -2.55 1.18
H 0.07 -0.86 0.69
C 0.43 -3.49 -1.63
C -0.83 -3.38 -2.52
O -1.70 -2.46 -1.89
H 1.07 -4.25 -2.08
H 0.19 -3.76 -0.61
H 0.99 -2.57 -1.49
H -1.34 -4.33 -2.69
H -0.62 -2.97 -3.50
H -2.18 -2.99 -1.25
C 0.94 1.23 -3.72
C -0.54 1.11 -3.93
O -0.94 -0.15 -3.44
H 1.57 0.57 -4.32
H 1.23 1.04 -2.69
H 1.30 2.25 -3.88
H -0.83 1.25 -4.97
H -1.01 1.87 -3.30
H -0.57 -0.81 -4.04
C -3.81 -0.11 3.34
C -3.69 1.17 2.50
O -2.75 0.96 1.51
H -3.95 -0.97 2.68
H -4.69 -0.07 3.98
H -2.93 -0.23 3.97
H -3.40 2.05 3.08
H -4.57 1.41 1.90
H -3.07 0.22 0.98
C 2.19 2.12 2.85
C 0.74 2.49 2.94
O 0.07 1.99 1.79
H 2.38 1.05 2.76
H 2.74 2.55 3.68
H 2.65 2.57 1.96
H 0.60 3.57 2.92
H 0.29 2.13 3.87
H 0.21 1.04 1.76
C 3.73 -1.23 0.40
C 3.49 -2.76 0.25
O 4.73 -3.44 0.48
H 4.08 -1.08 1.42
H 2.83 -0.65 0.22
H 4.46 -0.88 -0.34
H 3.09 -3.03 -0.72
H 2.78 -3.03 1.04
H 4.52 -4.32 0.79
```

Entry 2:
The following is a quantum chemistry calculation of a 7-piece molecular cluster, C12H39NO11 overall, from the Open Molecules 2025 dataset.

Results
Gap between HOMO and LUMO, eV: 9.3
Charge: 0
Energy relative to the best compared isomer or geometry (same formula, charge and spin), eV: 0.0000

XYZ file:
```
63
C12H39NO11, DFT ωB97M-V/def2-TZVPD
O 1.53 -1.14 -0.90
H 1.51 -0.57 -1.73
H 1.78 -2.05 -1.16
H 0.52 -1.16 -0.49
O -0.83 -1.08 -0.20
H -1.02 -0.13 -0.26
C 3.78 2.93 1.68
C 2.57 2.01 1.66
C 1.84 2.03 0.32
O 1.34 3.25 -0.14
C 0.23 3.71 0.60
N 2.94 0.65 2.04
H 4.12 3.03 2.71
H 3.50 3.88 1.22
H 4.63 2.55 1.11
H 1.90 2.38 2.44
H 1.00 1.30 0.36
H 2.48 1.65 -0.49
H -0.09 4.67 0.20
H 0.48 3.83 1.66
H -0.61 3.00 0.54
H 2.11 0.07 2.16
H 3.45 0.21 1.27
C -1.67 -3.31 -2.84
C -1.49 -4.14 -1.59
O -0.42 -3.73 -0.77
O -2.10 -1.97 -2.58
H -2.35 -3.80 -3.54
H -0.71 -3.24 -3.38
H -1.31 -5.17 -1.91
H -2.41 -4.17 -1.00
H -0.57 -2.80 -0.53
H -1.69 -1.72 -1.74
C 1.23 -1.71 4.35
C 0.38 -2.02 3.14
O 0.55 -0.98 2.16
O 2.62 -1.78 4.11
H 0.93 -2.37 5.17
H 0.92 -0.71 4.70
H -0.67 -2.06 3.46
H 0.63 -2.98 2.69
H -0.16 -1.07 1.50
H 2.88 -0.95 3.68
C -4.03 0.70 0.39
C -3.14 0.44 1.60
O -2.76 -0.90 1.79
O -3.37 0.66 -0.86
H -4.48 1.68 0.54
H -4.81 -0.08 0.40
H -3.65 0.77 2.51
H -2.21 1.03 1.50
H -2.17 -1.16 1.06
H -2.87 -0.17 -0.89
C -0.71 1.18 -4.05
C 0.24 1.38 -2.91
O 1.32 0.43 -2.99
O -0.11 1.71 -5.23
H -1.68 1.67 -3.89
H -0.93 0.11 -4.17
H -0.28 1.31 -1.96
H 0.65 2.39 -2.99
H 1.98 0.78 -3.60
H -0.75 1.72 -5.94
```

Entry 3:
The following is a quantum chemistry calculation of a 7-piece molecular cluster, C12H39NO11 overall, from the Open Molecules 2025 dataset.

Results
2S+1: 2
Gap between HOMO and LUMO (spin up / spin down), eV: 8.0 / 2.0
Charge: +1
Expectation value of S²: 0.7548

XYZ file:
```
63
C12H39NO11, DFT ωB97M-V/def2-TZVPD
C 2.33 -0.88 4.02
C 3.56 -0.37 4.79
C 3.24 1.10 5.31
O 4.26 1.60 6.10
C 4.23 2.94 6.35
N 3.66 -1.34 5.91
H 2.56 -1.86 3.58
H 1.90 -0.17 3.31
H 1.39 -0.99 4.56
H 4.46 -0.41 4.18
H 2.31 1.10 5.87
H 3.15 1.65 4.37
H 3.27 3.47 6.31
H 4.79 3.51 5.61
H 4.71 3.33 7.24
H 3.89 -2.21 5.44
H 4.45 -1.10 6.49
C 0.46 0.86 -4.71
C 0.26 -0.42 -5.64
O -1.13 -0.70 -5.75
O 0.11 1.96 -5.46
H 1.50 0.91 -4.42
H -0.21 0.82 -3.85
H 0.77 -1.17 -5.02
H 0.64 -0.34 -6.66
H -1.11 -1.49 -6.29
H -0.80 2.25 -5.35
C 0.28 1.04 1.13
C 1.00 0.83 -0.23
O 0.02 0.74 -1.35
O -0.36 -0.19 1.51
H -0.40 1.89 1.02
H 1.00 1.37 1.88
H 1.55 -0.11 -0.24
H 1.74 1.61 -0.40
H -0.04 -0.16 -1.68
H -0.90 -0.44 0.76
C -2.59 -3.12 -2.86
C -1.10 -3.06 -2.30
O -0.42 -1.90 -2.67
O -3.45 -2.43 -1.96
H -2.97 -4.14 -2.93
H -2.63 -2.89 -3.92
H -0.53 -3.95 -2.59
H -1.16 -3.16 -1.22
H -0.67 -1.93 -3.60
H -4.38 -2.45 -2.20
C -3.19 0.63 -3.55
C -4.09 1.44 -2.69
O -5.45 1.38 -3.08
O -3.00 1.13 -4.94
H -3.58 -0.38 -3.67
H -2.30 0.30 -3.01
H -3.80 2.47 -2.46
H -4.16 0.90 -1.75
H -5.65 2.13 -3.64
H -2.30 0.61 -5.35
O -1.23 -1.95 3.44
H -1.16 -1.32 2.72
H -0.46 -2.50 3.35
O -0.72 2.25 4.01
H -0.51 1.74 4.80
H -1.06 1.61 3.39
```

Entry 4:
The following is a quantum chemistry calculation of C12H3AuNO10 as an isolated structure, from the Open Molecules 2025 dataset.

Results
2S+1: 3
Gap between HOMO and LUMO (spin up / spin down), eV: 6.6 / 6.7
Charge: -1
Expectation value of S²: 2.0286

XYZ file:
```
27
C12H3AuNO10, DFT ωB97M-V/def2-TZVPD
Au 1.01 1.58 -2.31
O -3.56 -3.49 -0.60
C -2.67 -2.44 -0.79
C -2.18 -1.90 0.37
C -1.18 -0.89 0.20
N -0.65 -0.51 -0.89
C -1.24 -0.98 -2.00
C -2.16 -1.99 -1.95
C -1.25 -0.36 -3.28
O -1.82 -0.90 -4.19
O -0.56 0.89 -3.37
C -0.60 -0.38 1.54
O -1.40 -0.29 2.38
O 1.36 1.47 0.42
H -3.97 -3.14 0.24
H -2.65 -2.28 1.27
H -2.48 -2.48 -2.91
O 4.34 2.21 3.09
C 3.34 2.12 2.44
C 3.25 2.76 0.89
O 4.21 3.48 0.63
C 2.18 2.37 0.02
C 1.54 0.77 1.63
O 0.69 -0.34 1.64
C 2.22 1.26 2.79
O 1.86 0.95 3.94
O 2.40 2.50 -1.20
```

Entry 5:
The following is a quantum chemistry calculation of a single C12H3Cl5O2 molecule, from the Open Molecules 2025 dataset.

Results
Structure (SMILES): Oc1c(Cl)cc2c(oc3cc(Cl)c(Cl)c(Cl)c32)c1Cl
Gap between HOMO and LUMO, eV: 9.0
Charge: 0

XYZ file:
```
22
C12H3Cl5O2, DFT ωB97M-V/def2-TZVPD
Cl 1.31 4.41 -2.82
Cl -0.31 2.01 -4.41
Cl -1.95 -4.01 0.92
Cl 0.91 -0.48 4.12
Cl -0.56 -0.55 -3.09
O -0.93 -2.90 3.42
O 1.15 1.00 1.18
C 1.19 2.72 -0.71
C -0.88 -1.61 -0.02
C 0.81 2.92 -2.05
C 0.18 1.97 -2.76
C -1.07 -2.48 1.13
C 0.24 -1.01 2.48
C -0.03 0.78 -2.15
C -0.58 -2.06 2.38
C 0.42 -0.15 1.28
C 0.94 1.51 -0.05
C -0.08 -0.48 0.13
C 0.27 0.59 -0.81
H -1.27 -3.71 2.93
H 1.61 3.58 -0.22
H -1.39 -2.04 -0.87
```

Entry 6:
The following is a quantum chemistry calculation of a 7-piece molecular cluster, C12H40N2O7 overall, from the Open Molecules 2025 dataset.

Results
Structure (SMILES): COC[C@H](C)N.COC[C@H](C)N.CCO.CCO.O.O.O
Gap between HOMO and LUMO, eV: 9.1
Charge: 0
Energy relative to the best compared isomer or geometry (same formula, charge and spin), eV: 0.0000

XYZ file:
```
61
C12H40N2O7, DFT ωB97M-V/def2-TZVPD
O 5.26 6.23 -2.30
H 6.03 6.43 -1.75
H 4.66 5.76 -1.70
O 6.89 5.41 -5.02
H 6.07 5.72 -4.60
H 7.58 5.96 -4.63
O 3.26 7.13 -4.42
H 3.81 7.06 -3.62
H 2.38 7.34 -4.10
C 10.85 5.44 -4.61
C 10.30 4.53 -3.52
O 11.19 3.42 -3.32
H 11.68 6.08 -4.32
H 10.04 6.06 -5.01
H 11.21 4.87 -5.47
H 9.30 4.18 -3.77
H 10.27 5.12 -2.59
H 10.60 2.66 -3.15
C 6.49 5.46 -8.18
C 5.71 5.42 -9.49
O 6.39 4.77 -10.56
H 6.17 6.25 -7.50
H 7.53 5.76 -8.38
H 6.52 4.52 -7.63
H 5.40 6.44 -9.73
H 4.73 4.95 -9.33
H 6.42 5.42 -11.27
C 6.45 1.28 -6.06
C 7.62 1.93 -5.33
C 8.33 0.90 -4.47
O 9.05 1.57 -3.41
C 9.57 0.67 -2.45
N 8.52 2.54 -6.28
H 6.09 2.03 -6.76
H 5.62 1.04 -5.39
H 6.77 0.38 -6.59
H 7.11 2.65 -4.67
H 9.02 0.22 -4.97
H 7.61 0.27 -3.92
H 8.78 0.05 -2.02
H 10.01 1.19 -1.60
H 10.38 0.12 -2.93
H 9.10 3.14 -5.69
H 7.94 3.10 -6.89
C 8.02 12.64 -5.02
C 6.85 11.68 -5.22
C 6.85 10.60 -4.13
O 7.88 9.68 -4.33
C 7.61 8.50 -3.63
N 5.60 12.49 -5.22
H 8.97 12.09 -5.00
H 8.02 13.36 -4.21
H 8.11 13.20 -5.96
H 6.91 11.18 -6.18
H 5.85 10.15 -4.19
H 6.85 11.07 -3.13
H 6.81 7.86 -4.01
H 7.42 8.69 -2.56
H 8.50 7.87 -3.48
H 5.86 13.46 -5.09
H 5.02 12.33 -4.40
```

Entry 7:
The following is a quantum chemistry calculation of a 8-piece molecular cluster, C12H40N4O8 overall, from the Open Molecules 2025 dataset.

Results
Structure (SMILES): NC(N)=O.NC(N)=O.CC(C)O.CC(C)O.CO.CO.CO.CO
Gap between HOMO and LUMO, eV: 9.0
Charge: 0
Energy relative to the best compared isomer or geometry (same formula, charge and spin), eV: 4.6464

XYZ file:
```
64
C12H40N4O8, DFT ωB97M-V/def2-TZVPD
C -16.11 24.56 -21.62
O -16.94 24.83 -20.52
H -15.54 25.44 -21.89
H -16.66 24.28 -22.39
H -15.41 23.81 -21.39
H -16.68 25.65 -20.11
C -11.13 29.76 -17.68
O -10.04 28.85 -17.89
H -10.96 30.56 -18.43
H -11.04 30.19 -16.70
H -12.05 29.26 -17.82
H -9.20 29.27 -18.10
C -13.62 29.53 -15.31
O -14.82 30.36 -15.27
H -13.61 28.92 -16.17
H -13.59 28.92 -14.41
H -12.77 30.22 -15.22
H -15.51 29.91 -15.73
C -15.02 27.71 -19.35
O -15.67 26.56 -18.90
H -14.42 28.21 -18.56
H -15.76 28.34 -19.69
H -14.44 27.35 -20.24
H -14.99 25.77 -18.88
C -15.96 27.21 -15.43
O -16.91 28.08 -15.92
N -15.54 27.05 -14.20
N -15.41 26.34 -16.21
H -15.59 27.92 -13.60
H -14.74 26.53 -14.10
H -15.63 26.50 -17.21
H -14.52 25.96 -16.12
C -13.29 24.75 -19.20
O -13.00 24.32 -20.42
N -12.70 25.74 -18.62
N -14.32 24.32 -18.57
H -12.00 26.29 -19.23
H -12.64 25.99 -17.60
H -14.81 23.41 -19.00
H -14.39 24.30 -17.53
C -17.60 23.69 -17.28
C -18.41 24.63 -16.39
C -18.98 25.82 -17.15
O -19.39 24.18 -15.69
H -18.30 23.23 -17.99
H -17.27 22.79 -16.76
H -16.82 24.17 -17.86
H -17.69 25.06 -15.70
H -18.18 26.27 -17.69
H -19.49 26.57 -16.55
H -19.74 25.51 -17.84
H -19.81 23.50 -16.28
C -9.85 28.45 -21.52
C -11.13 28.00 -20.93
C -11.87 26.95 -21.77
O -11.00 27.37 -19.85
H -9.19 29.05 -20.86
H -10.07 29.03 -22.37
H -9.28 27.52 -21.66
H -11.73 28.90 -20.70
H -12.03 27.24 -22.81
H -12.87 26.67 -21.34
H -11.24 26.07 -21.80
H -10.48 27.96 -19.26
```

Entry 8:
The following is a quantum chemistry calculation of a 7-piece molecular cluster, C12H40NO6 overall, from the Open Molecules 2025 dataset.

Results
Gap between HOMO and LUMO, eV: 9.6
Charge: +1
Energy relative to the best compared isomer or geometry (same formula, charge and spin), eV: 0.5284

XYZ file:
```
59
C12H40NO6, DFT ωB97M-V/def2-TZVPD
N 0.53 -0.95 0.30
H 0.22 -0.52 -0.59
H 0.14 -0.35 1.05
H 1.57 -0.95 0.39
H 0.14 -1.91 0.47
C 0.42 4.75 3.25
C 0.22 3.31 2.76
C 1.55 2.54 2.89
O -0.74 2.70 3.64
H -0.51 5.32 3.26
H 1.08 5.36 2.62
H 0.89 4.65 4.23
H -0.17 3.31 1.75
H 1.35 1.47 2.83
H 2.09 2.80 3.80
H 2.24 2.77 2.08
H -0.60 3.09 4.51
C -0.84 -1.12 3.99
C -1.75 -0.63 2.87
C -3.16 -0.23 3.27
O -1.14 0.41 2.10
H -0.76 -0.38 4.80
H 0.16 -1.27 3.59
H -1.22 -2.03 4.45
H -1.88 -1.46 2.17
H -3.19 0.72 3.80
H -3.60 -0.95 3.97
H -3.75 -0.21 2.36
H -1.02 1.19 2.68
C -2.28 0.65 -3.42
C -2.04 0.48 -1.92
C -2.43 -0.93 -1.49
O -0.63 0.63 -1.67
H -1.77 1.47 -3.90
H -3.36 0.75 -3.55
H -2.02 -0.26 -3.96
H -2.56 1.21 -1.30
H -2.41 -1.06 -0.41
H -1.80 -1.67 -1.99
H -3.48 -1.08 -1.72
H -0.33 1.50 -1.94
C 3.64 -1.42 -4.86
C 2.23 -2.00 -4.88
C 1.28 -1.47 -3.81
O 1.66 -1.66 -6.15
H 3.72 -0.35 -5.09
H 4.32 -1.94 -5.53
H 4.08 -1.45 -3.86
H 2.19 -3.09 -4.83
H 1.37 -0.38 -3.78
H 1.55 -1.88 -2.84
H 0.23 -1.68 -4.03
H 1.76 -0.73 -6.33
O -0.57 -3.44 0.74
H -1.40 -3.71 1.14
H -0.07 -4.26 0.63
O 3.29 -1.02 0.54
H 4.05 -0.79 -0.01
H 3.53 -1.84 0.98
```

| no. | F_max (eV/A) | E_tot (Ha) |
| --- | --- | --- |
| 1 | 11.6 | -4836.31317 |
| 2 | 1.6 | -1362.91369 |
| 3 | 4.9 | -1362.49525 |
| 4 | 6.6 | -1401.86295 |
| 5 | 5.6 | -2910.49435 |
| 6 | 2.2 | -1117.29350 |
| 7 | 9.5 | -1301.96467 |
| 8 | 1.7 | -987.19658 |